[1]
{
  "formula": "C16H24MnN2O",
  "method": "ωB97M-V/def2-TZVPD",
  "s_squared": 8.8268,
  "orbital_gap_ha": [0.1705, 0.2803],
  "e_lumo_ev": [-0.69, -0.63],
  "de_lowest_kj_mol": 30.2,
  "spin_multiplicity": 6,
  "homo_ev": [-5.328, -8.262],
  "elements": ["C", "H", "N", "H", "H", "H", "H", "C", "C", "H", "C", "C", "H", "H", "C", "H", "C", "H", "H", "Mn", "C", "H", "C", "C", "C", "O", "C", "H", "H", "H", "C", "N", "C", "H", "H", "H", "H", "H", "H", "C", "C", "H", "H", "H"],
  "xyz": [[2.6597, -3.6476, -1.1750], [1.8432, -0.4351, 2.4658], [1.1840, 0.9243, -1.4288], [-4.4541, -0.7403, -0.5133], [-2.2978, 1.5831, 0.3798], [-0.0388, -2.8669, 0.7688], [-2.2828, -0.5530, 3.5746], [-0.2846, -0.5455, 2.8483], [1.6162, -3.8361, -0.2712], [2.2753, 3.7502, -2.9339], [-1.3913, 1.8417, -0.1863], [3.2000, 1.7928, -3.1632], [-1.5435, 1.0675, 3.4962], [3.9724, 2.1002, -3.8629], [3.1534, 0.4668, -2.7212], [-3.4984, 1.5468, -1.3549], [1.0789, 0.0851, 3.0529], [3.9444, -0.2504, -2.9419], [1.4492, -4.7900, 0.2105], [-0.2983, 0.1444, -0.1434], [-1.3709, 0.0120, 3.7389], [-4.9955, 0.1177, 0.9221], [2.8518, -2.3681, -1.6976], [-4.2440, 0.1182, 0.1277], [0.7696, -2.7764, 0.0459], [-0.8176, -0.5200, 1.5490], [1.9440, -1.3404, -1.4051], [-1.0744, -0.0667, 4.7786], [-0.8780, 2.7022, 0.2640], [1.0611, 1.1488, 2.7931], [2.2618, 2.6954, -2.6521], [0.8988, -1.5675, -0.5405], [1.2976, 2.2373, -1.7388], [-3.2790, -0.0579, 0.5985], [1.3472, -0.0022, 4.1107], [-5.2461, 1.4388, -1.2923], [0.5958, 2.9176, -1.2635], [-0.1941, -1.6062, 3.1313], [3.3254, -4.4579, -1.4518], [2.0991, 0.0289, -1.9031], [-4.3361, 1.4146, -0.6773], [-4.3750, 2.2928, -0.0251], [3.7287, -2.1172, -2.2968], [-1.6572, 2.1182, -1.2166]]
}

=====

[2]
{
  "formula": "C16H24N2",
  "method": "ωB97M-V/def2-TZVPD",
  "orbital_gap_ha": 0.3641,
  "e_lumo_ev": 0.71,
  "smiles": "C[C@H]1C(C)(C)[C@H]2CCc3cncnc3[C@@H]2C1(C)C",
  "de_lowest_kj_mol": 0.0,
  "homo_ev": -9.203,
  "elements": ["C", "H", "C", "H", "C", "H", "H", "H", "H", "C", "H", "C", "C", "H", "H", "H", "C", "N", "H", "H", "H", "H", "C", "H", "H", "C", "C", "H", "H", "H", "H", "C", "C", "C", "H", "C", "H", "H", "C", "C", "N", "H"],
  "xyz": [[2.6669, -0.1893, 1.5821], [2.3871, -1.4914, -0.1583], [-1.2221, 1.0886, -2.2176], [-3.4563, -1.9679, -0.6556], [1.8682, -1.2616, 0.8120], [3.9389, 2.1510, 2.2269], [-2.2383, 1.4005, -2.4409], [-1.2574, 2.7784, -0.2114], [-1.4140, -1.9902, 2.1124], [1.3673, 1.5303, 0.1630], [-2.7147, 1.8492, 0.0162], [0.4447, -0.7315, 0.6203], [2.4132, 1.2490, 1.0441], [-0.2432, -1.8783, -2.0601], [-1.9214, -3.1826, 0.9783], [-0.5424, 1.8730, -2.5068], [-1.0705, -2.6200, 1.2402], [1.2094, 2.7577, -0.3157], [-0.9175, -3.3562, -1.2832], [0.8949, 0.1266, -1.2989], [-1.4096, 1.7405, 1.2067], [-1.0354, 0.2277, -2.8456], [-1.6385, 1.8407, 0.1395], [-2.5923, -1.4456, -2.1184], [-3.6527, -0.3144, -1.1889], [-0.2244, -2.5074, -1.1467], [-0.6872, -1.6701, 0.0893], [1.8478, -2.1793, 1.3957], [-2.2749, -0.3816, 0.7310], [3.7435, -0.4132, 1.5370], [1.8631, 4.7588, -0.3052], [-2.9349, -1.1377, -1.1314], [-1.7826, -0.6239, -0.2434], [3.1931, 2.3007, 1.4590], [0.7930, -2.9123, -1.0365], [0.4537, 0.4436, -0.3623], [2.4214, -0.1531, 2.6397], [0.0827, -0.3600, 1.5816], [1.9840, 3.7599, 0.1245], [-1.0530, 0.6751, -0.6984], [2.9652, 3.5517, 1.0457], [-0.2547, -3.3354, 1.4802]]
}

=====

[3]
{
  "formula": "C16H24N2O2",
  "method": "ωB97M-V/def2-TZVPD",
  "orbital_gap_ha": 0.3676,
  "e_lumo_ev": 0.74,
  "smiles": "CCCCNC(=O)c1ccccc1C(=O)NCCCC",
  "de_lowest_kj_mol": 9.0,
  "homo_ev": -9.262,
  "elements": ["C", "O", "H", "H", "O", "C", "C", "C", "C", "H", "H", "H", "H", "H", "C", "N", "C", "H", "H", "C", "H", "C", "C", "H", "H", "H", "C", "H", "C", "H", "C", "C", "H", "H", "H", "C", "H", "C", "N", "H", "H", "H", "H", "H"],
  "xyz": [[-1.0596, 2.6408, 0.6806], [1.2102, -0.4177, -1.6558], [-3.6419, -2.9899, -0.9100], [2.5235, -4.0757, -0.1306], [-1.6118, 0.0428, 1.7503], [1.5946, 0.3509, -0.7893], [1.3848, 2.8058, -0.5840], [-0.4227, 1.4690, 0.2806], [1.7918, -3.3185, 0.1444], [3.2971, -1.4320, -1.2398], [4.4171, -2.6130, 0.6553], [2.3456, 2.8653, -1.0758], [-3.9467, -0.6304, 1.2785], [4.6759, -0.5202, -0.5859], [3.6687, -0.8913, -0.3685], [2.7858, 0.2352, -0.1724], [-1.1141, 0.1855, 0.6453], [1.6359, -1.5957, 1.4177], [-3.6135, 0.0604, -1.0556], [-0.5025, 3.8789, 0.4252], [-2.8010, -2.0214, -2.1251], [-3.1367, -2.0379, -1.0850], [2.3503, -2.3996, 1.2245], [-0.6843, -0.5919, -1.1972], [-2.0026, 2.5562, 1.1993], [3.0032, 0.8682, 0.5822], [-4.1203, -0.8881, -0.8634], [1.5219, -2.7533, -0.7438], [0.8190, 1.5551, -0.3511], [-5.4885, -0.1089, 0.6094], [0.7238, 3.9624, -0.2139], [-1.9103, -1.9724, -0.1707], [-5.1490, -1.8309, 0.7881], [1.1696, 4.9250, -0.4154], [-2.2085, -2.0359, 0.8773], [3.7114, -1.8053, 0.8584], [2.4649, -2.9641, 2.1526], [-4.7102, -0.8660, 0.5420], [-1.1913, -0.7315, -0.3319], [-1.0187, 4.7771, 0.7289], [-1.2416, -2.8076, -0.4014], [4.0924, -1.2354, 1.7104], [-4.9282, -0.9841, -1.5933], [0.9004, -3.8218, 0.5112]]
}

=====

[4]
{
  "formula": "C16H24N2O2S",
  "method": "ωB97M-V/def2-TZVPD",
  "orbital_gap_ha": 0.2998,
  "e_lumo_ev": 0.46,
  "smiles": "COc1ccc([C@H](C)NC(=S)NC2CCCC2)cc1OC",
  "de_lowest_kj_mol": 205.7,
  "homo_ev": -7.698,
  "elements": ["H", "H", "N", "H", "C", "H", "H", "C", "C", "H", "C", "C", "C", "C", "C", "H", "O", "H", "H", "H", "C", "H", "H", "H", "C", "C", "H", "H", "C", "H", "H", "N", "C", "H", "H", "C", "O", "H", "S", "H", "C", "H", "H", "H", "C"],
  "xyz": [[-3.3194, -4.3205, -0.1560], [1.5516, 6.3915, 1.3023], [0.3433, -1.0216, 0.9371], [1.7367, 1.6742, -2.8865], [-2.4090, -3.1179, -1.7041], [0.5673, 7.1817, 0.0458], [-3.2315, -2.4045, -1.7045], [-0.5590, -3.9127, -0.3070], [-1.4089, -5.0855, -0.8110], [-0.5626, -3.8786, 0.7830], [0.8433, 3.9593, 0.3357], [1.0113, 1.6001, -0.1445], [2.6309, -0.5944, 1.6065], [0.8925, 3.6666, 1.6870], [-0.9926, -1.0764, 1.1046], [0.7177, 2.7790, -3.8397], [0.8371, 3.2705, -1.9098], [-0.0453, 1.5928, -2.7525], [0.7381, -1.3932, 0.0872], [-0.5375, -2.0354, -1.4612], [-1.2326, -2.6258, -0.8511], [-2.6884, -1.9105, 0.4932], [-0.2280, 6.2318, 1.3256], [-0.9908, -5.4800, -1.7384], [-2.7753, -4.4657, -1.0903], [0.9931, 2.3533, 2.1239], [2.7127, -1.6237, 1.9482], [-2.0791, -3.2614, -2.7338], [0.8118, 2.2627, -2.8855], [3.2623, 0.0337, 2.2280], [-1.4573, -5.8969, -0.0873], [-1.7287, -1.7777, 0.2107], [1.0563, 1.3143, 1.2185], [0.4759, -4.0000, -0.6358], [1.0546, 0.7877, -0.8537], [0.8990, 2.9009, -0.5976], [0.7407, 5.2083, -0.1984], [-3.3854, -5.0753, -1.7541], [-1.7645, -0.3406, 2.3709], [0.8417, 4.4559, 2.4195], [1.1838, -0.1166, 1.6963], [2.9893, -0.5303, 0.5805], [0.8397, -0.1672, 2.7351], [1.0109, 2.1470, 3.1827], [0.6542, 6.3011, 0.6805]]
}

=====

[5]
{
  "formula": "C16H24N2O4S",
  "method": "ωB97M-V/def2-TZVPD",
  "orbital_gap_ha": 0.3002,
  "e_lumo_ev": -0.27,
  "smiles": "COc1ccc(C)cc1S(=O)(=O)N(C)CC(=O)NC1CCCC1",
  "de_lowest_kj_mol": 1615.3,
  "homo_ev": -8.438,
  "elements": ["H", "H", "C", "C", "H", "H", "H", "C", "N", "O", "C", "H", "H", "N", "H", "H", "C", "H", "H", "S", "H", "H", "C", "C", "H", "H", "O", "H", "C", "C", "C", "C", "O", "O", "H", "C", "H", "C", "H", "C", "H", "H", "H", "C", "H", "H", "C"],
  "xyz": [[1.4781, 5.7800, 0.6385], [-0.2656, 0.2421, 4.5709], [-0.7502, 2.5343, 3.5227], [0.1592, -2.8060, -2.7092], [-0.1796, 1.5230, -2.5944], [-3.2141, 0.5803, -0.4605], [2.8651, -3.8668, -1.0080], [0.1421, 1.9903, 1.0990], [-0.9937, 0.6085, -0.8634], [-1.3950, 0.5621, 2.5536], [-0.6183, 1.6977, 2.3502], [-1.9948, 1.3618, -2.6813], [-0.1038, 6.3174, 1.5378], [-0.0711, -1.4196, -2.2277], [2.1450, -2.6599, -0.4230], [-1.9562, -0.1187, 0.7648], [-0.4212, -0.3494, 3.5801], [-0.8238, -4.5788, -2.4518], [1.5999, 5.9548, 2.4131], [0.2026, 0.7359, 0.1506], [-2.5575, -1.1398, -0.5728], [0.8820, -4.6625, -0.0404], [-2.2061, -0.0663, -0.2218], [0.8981, 5.5993, 1.7420], [0.3769, -0.6905, 3.0719], [0.1701, -1.2676, -1.2102], [1.4178, 1.1733, -0.8514], [1.3680, -5.5803, -1.5586], [-0.8547, -0.6819, -2.8110], [-0.0171, -4.0197, -1.7836], [0.2490, 4.1876, 1.9264], [0.3518, 3.1944, 1.0105], [0.4086, -0.6023, 0.5873], [-1.1445, -0.8821, -4.1577], [-1.1863, -1.1723, 3.9277], [-0.3111, 4.0193, 3.1277], [-1.3780, 2.3358, 4.3498], [1.8345, -2.9003, -2.5243], [2.2653, -1.8844, -2.8506], [0.9675, -4.5582, -1.0322], [-0.5353, 4.8541, 3.7562], [2.1773, -3.5961, -3.3928], [1.0518, 3.4073, -0.0059], [-1.0814, 0.8759, -2.4421], [-0.1380, -3.0024, -3.7133], [-0.9028, -3.4866, -1.1069], [2.0897, -3.5424, -0.9859]]
}

=====

[6]
{
  "formula": "C16H24N4O2",
  "method": "ωB97M-V/def2-TZVPD",
  "orbital_gap_ha": 0.3138,
  "e_lumo_ev": 0.54,
  "smiles": "CCN(CCCCCCN)c1ccc2c(=O)[nH][nH]c(=O)c2c1",
  "de_lowest_kj_mol": 47.5,
  "homo_ev": -8.002,
  "elements": ["H", "C", "H", "H", "C", "H", "H", "C", "H", "N", "H", "C", "C", "C", "C", "N", "H", "H", "H", "C", "H", "H", "H", "H", "H", "C", "C", "O", "N", "H", "C", "H", "C", "N", "C", "H", "H", "C", "H", "H", "C", "H", "H", "H", "C", "O"],
  "xyz": [[2.3766, 0.8851, -3.1413], [-0.9067, 1.0033, 1.5399], [-1.5793, -0.1271, -4.6397], [2.8742, -0.9634, -0.7557], [0.1065, 1.1299, 2.4903], [-1.9280, 0.9825, 1.8889], [2.9012, 1.4651, 4.9858], [1.4324, 1.1475, 2.0349], [0.1696, -1.2743, -3.2548], [0.8648, 1.3586, 4.7274], [3.9357, -0.7824, -2.1544], [-0.6228, 0.8988, 0.2007], [-0.0552, 0.7708, -2.6024], [-2.3439, -2.0414, -4.0452], [0.7051, 0.9220, -0.2786], [0.9930, 0.8563, -1.6116], [-4.4337, -3.7470, -4.9752], [-3.7305, -2.1747, -2.4015], [-2.6333, -0.0714, -3.2277], [-0.2251, 1.2375, 3.9087], [-2.1602, -2.9162, -2.0820], [0.7146, 1.4453, 5.7226], [-2.7110, -4.7460, -3.7094], [-1.5273, -2.6333, -4.4659], [-3.1129, -1.9451, -4.8165], [-2.9304, -2.7769, -2.8415], [2.9048, -0.7246, -1.8151], [3.7361, 1.2924, 2.6783], [2.1807, 1.3783, 4.2822], [-5.4023, -3.6192, -3.6588], [-1.8332, -0.6401, -3.7082], [-0.8520, -1.0736, -1.8316], [-0.6029, -0.6486, -2.8043], [-4.6542, -4.1627, -4.0770], [-3.4899, -4.1609, -3.2126], [-3.7711, -4.6854, -2.2947], [2.7619, 1.0690, 0.4210], [2.5562, 1.2747, 2.9784], [0.3447, 1.1393, -3.5513], [2.3211, -1.4685, -2.3509], [2.3563, 0.6803, -2.0686], [-0.8702, 1.4431, -2.3198], [-1.4493, 0.7913, -0.4813], [3.0003, 1.4207, -1.5851], [1.7181, 1.0426, 0.6846], [-1.3434, 1.2304, 4.3900]]
}

=====

[7]
{
  "formula": "C16H24N4O3S2",
  "method": "ωB97M-V/def2-TZVPD",
  "orbital_gap_ha": 0.3070,
  "e_lumo_ev": 0.28,
  "smiles": "CCN(CC)S(=O)(=O)c1cccc(-c2n[nH]c(=S)n2[C@@H](C)COC)c1",
  "de_lowest_kj_mol": 15.6,
  "homo_ev": -8.070,
  "elements": ["C", "H", "H", "H", "H", "H", "N", "H", "C", "C", "H", "C", "C", "C", "S", "H", "O", "H", "H", "H", "H", "N", "H", "C", "H", "S", "C", "H", "C", "H", "O", "H", "H", "C", "C", "C", "C", "H", "N", "C", "H", "C", "H", "H", "H", "O", "N", "C", "H"],
  "xyz": [[-0.6385, -2.1698, -3.9009], [-4.1883, -4.6259, -3.5249], [3.2489, 2.0154, 3.1769], [1.5892, 3.8965, 4.0273], [-1.7086, 2.9710, 0.9119], [-3.1680, 0.9586, 0.6655], [-0.0431, -2.5184, -1.5486], [-1.9180, -4.2655, -2.9176], [-1.5528, -0.3131, 0.0853], [0.4327, -1.6657, -0.5787], [3.4082, 2.0783, 1.4090], [-4.4488, -3.8127, -2.8375], [-1.1399, -2.2858, -2.4647], [-2.2017, -3.3857, -2.3260], [0.7512, -4.9554, -2.4997], [3.7580, 4.4961, 3.2494], [-3.4243, -2.8526, -2.7744], [-4.6537, -4.2411, -1.8486], [5.0686, 3.5816, 2.4948], [-5.3346, -3.2966, -3.2012], [-0.2649, 2.4575, 4.8397], [1.5181, -2.1290, -0.0373], [1.1019, 1.4584, 4.3386], [-1.3047, 2.0139, 0.6227], [2.5426, -3.8810, -0.3985], [1.1227, 3.3267, 0.6611], [3.1337, 2.6520, 2.2948], [0.0517, -1.3345, -3.9960], [0.3310, 2.1403, 3.9881], [-0.3082, 1.6057, 3.2897], [2.1884, 3.2769, -0.2942], [3.9196, 4.4776, 1.4890], [-1.4906, -2.0028, -4.5525], [0.9593, 3.3582, 3.3122], [0.6220, 0.7150, -0.0029], [0.8158, -3.5955, -1.5867], [-0.1853, -0.4077, -0.1734], [-2.1817, -1.1870, 0.0037], [1.7371, 2.9913, 2.1549], [4.0297, 3.8841, 2.3925], [0.1823, 4.0400, 2.9621], [-2.1077, 0.8943, 0.4745], [-1.6083, -1.3394, -2.1784], [1.6812, 0.6637, -0.1933], [-2.2854, -3.6988, -1.2712], [0.2898, 4.4939, 0.7245], [1.7549, -3.3062, -0.6481], [0.0535, 1.9071, 0.3904], [-0.1348, -3.0841, -4.2033]]
}

=====

[8]
{
  "formula": "C16H24N4O4",
  "method": "ωB97M-V/def2-TZVPD",
  "orbital_gap_ha": 0.3395,
  "e_lumo_ev": 0.39,
  "smiles": "CCCCn1c(=O)[nH]c(=O)c2c1nc(CCC(=O)O)n2CC(C)C",
  "de_lowest_kj_mol": 0.9,
  "homo_ev": -8.846,
  "elements": ["H", "O", "C", "C", "H", "H", "H", "C", "H", "C", "H", "H", "C", "H", "C", "H", "H", "C", "H", "H", "H", "H", "C", "N", "O", "H", "H", "H", "O", "H", "N", "C", "C", "H", "H", "C", "O", "C", "C", "H", "N", "H", "C", "C", "N", "H", "H", "C"],
  "xyz": [[-1.2105, 2.3967, -1.4905], [-1.6778, 4.5162, 0.7329], [3.5910, 1.2804, 1.4303], [-0.6270, 3.0554, -0.8442], [-5.6200, -1.4053, -1.7895], [1.0238, -4.4059, 0.1879], [6.0583, 0.2752, 0.7921], [-1.4526, 3.3840, 0.4042], [-0.4570, 3.9983, -1.3646], [-4.6803, -0.8784, 0.0842], [5.5434, 1.3037, -0.5449], [-3.3293, -2.1922, -0.9652], [-3.2739, -1.3159, -0.3158], [4.2499, 1.1996, 2.2908], [-2.4317, -1.6549, 0.9128], [-2.4195, -0.8075, 1.6032], [3.1048, 1.2568, -1.3002], [1.1167, -1.1889, -0.1690], [-2.7878, -0.5108, -0.8706], [5.6376, -0.4489, -0.7580], [3.8104, -0.7810, 0.8593], [1.4063, 2.5809, -1.3706], [3.0128, 0.2803, -0.8204], [1.6340, 0.0547, -0.4711], [-1.3024, -4.2024, 0.8571], [-1.5562, 1.4870, 0.7256], [2.5668, 1.1736, 1.7824], [-6.5256, -0.2335, -0.8318], [2.8061, -2.8422, -0.5033], [-5.0779, 0.2716, -1.7014], [0.7174, -3.4389, 0.1800], [-0.6065, -3.2647, 0.5511], [-5.5284, -0.5409, -1.1356], [3.3066, -0.5002, -1.5270], [1.1685, 2.8940, 0.3467], [0.7305, 2.4065, -0.5299], [-1.9135, 2.3463, 1.0844], [5.3853, 0.3433, -0.0582], [3.9385, 0.2059, 0.4045], [3.7138, 2.2730, 1.0008], [-0.4910, 0.3468, 0.0923], [-2.8301, -2.5367, 1.4178], [-0.2069, -0.9705, 0.1792], [1.6811, -2.5066, -0.2006], [-1.0583, -1.9613, 0.5525], [-5.1593, -1.6794, 0.6505], [-4.6130, -0.0028, 0.7330], [0.6330, 0.9397, -0.2932]]
}

=====

Which formula does entry 7 have?
C16H24N4O3S2